# 1
Computed, not measured: an isolated molecule of C6H12O, with ωB97M-V/def2-TZVPD.

Charge = 0

Element x y z (Å)
C -1.609 -0.394 -1.128
C -0.872 -0.548 0.183
O -0.476 -1.948 0.344
C 1.061 -0.968 1.212
C 0.484 0.163 0.360
C 0.372 1.460 1.164
C 1.220 0.396 -0.962
H -2.513 -1.011 -1.123
H -1.904 0.652 -1.274
H -0.990 -0.701 -1.976
H -1.541 -0.283 1.011
H 1.884 -1.453 0.655
H -0.432 -2.095 1.310
H -0.130 1.279 2.120
H -0.185 2.225 0.609
H 1.366 1.868 1.381
H 0.735 1.158 -1.586
H 1.286 -0.532 -1.541
H 2.243 0.734 -0.759

Atoms 1-3, force components in eV/Å:
C 0.0378 0.0095 -0.0130
C -0.1168 0.2139 -0.0386
O 0.0792 -0.0973 0.1614



# 2
Computed, not measured: an isolated molecule of C6H12O, with ωB97M-V/def2-TZVPD.

Charge = 0

Element x y z (Å)
C -2.145 -1.402 0.270
C -0.710 -1.326 -0.249
C -0.005 -0.016 0.137
C 1.457 -0.022 -0.332
C 2.222 1.231 0.089
C -0.707 1.100 -0.588
O -1.192 1.931 0.314
H -2.612 -2.356 0.007
H -2.183 -1.307 1.361
H -2.763 -0.598 -0.149
H -0.124 -2.165 0.152
H -0.703 -1.417 -1.344
H -0.039 0.111 1.235
H 1.471 -0.122 -1.426
H 1.946 -0.914 0.083
H 3.264 1.190 -0.240
H 2.224 1.355 1.179
H 1.774 2.134 -0.340
H -1.635 2.634 -0.183

Atoms 1-3, force components in eV/Å:
C -0.0861 -0.0019 0.0295
C -0.0303 -0.0953 -0.0167
C 0.0101 -0.0230 -0.0791



# 3
Computed, not measured: an isolated molecule of C6H12O, with ωB97M-V/def2-TZVPD.

Charge = 0

Element x y z (Å)
C -0.723 -2.730 0.789
O -0.475 -1.321 0.866
C 0.671 -0.911 0.387
C -0.055 0.802 -1.913
C 1.033 1.142 -0.893
C 0.735 0.597 0.522
C -0.429 1.309 1.216
H 0.149 -3.223 0.355
H -1.609 -2.879 0.167
H -0.922 -3.091 1.801
H -0.183 -0.284 -1.983
H 0.208 1.169 -2.910
H -1.025 1.237 -1.646
H 1.174 2.229 -0.833
H 1.985 0.716 -1.231
H 1.652 0.759 1.113
H -0.224 2.382 1.307
H -1.367 1.189 0.664
H -0.593 0.907 2.221

Atoms 1-3, force components in eV/Å:
C -0.0885 -0.2852 0.0104
O 0.4089 0.1516 -0.1693
C -0.3979 0.2272 0.2579



# 4
Computed, not measured: an isolated molecule of C6H12O, with ωB97M-V/def2-TZVPD.

Charge = 0

Element x y z (Å)
C -0.064 -0.783 1.986
C 0.230 -0.418 0.535
O 1.345 -1.170 0.050
C -0.945 -0.600 -0.439
C -0.558 0.251 -1.664
C 0.397 1.353 -1.140
C 0.595 1.058 0.354
H -0.334 -1.841 2.076
H -0.886 -0.183 2.395
H 0.829 -0.607 2.596
H 0.987 -2.020 -0.252
H -1.082 -1.668 -0.693
H -1.889 -0.259 0.009
H -0.041 -0.363 -2.405
H -1.439 0.664 -2.162
H -0.011 2.355 -1.291
H 1.350 1.325 -1.673
H -0.087 1.659 0.964
H 1.609 1.260 0.710

Atoms 1-3, force components in eV/Å:
C -0.0086 -0.0520 0.0129
C -0.2776 0.3566 0.1253
O -0.1448 -0.4139 -0.1751



# 5
Computed, not measured: an isolated molecule of C6H12O, with ωB97M-V/def2-TZVPD.

Charge = 0

Element x y z (Å)
C -1.705 0.803 -0.402
C -1.125 -0.318 0.460
C -0.667 -1.481 -0.413
O 0.667 -1.192 -0.790
C 1.284 -0.313 0.160
C 1.942 0.823 -0.615
C 0.175 0.111 1.151
H -2.577 0.469 -0.971
H -0.960 1.154 -1.123
H -2.011 1.655 0.210
H -1.877 -0.669 1.168
H -0.705 -2.463 0.067
H -1.354 -1.556 -1.268
H 2.070 -0.862 0.702
H 2.707 0.427 -1.289
H 2.419 1.547 0.053
H 1.204 1.351 -1.225
H 0.203 1.187 1.355
H 0.296 -0.405 2.109

Atoms 1-3, force components in eV/Å:
C -0.0289 0.0987 -0.0673
C -0.0560 -0.0332 0.0522
C -0.3788 -0.1010 -0.0015



# 6
Computed, not measured: a cluster of 2 separate species, C6H12O in total, with ωB97M-V/def2-TZVPD.

Charge = 0

Element x y z (Å)
C 1.900 1.834 -0.679
C 1.497 0.370 -0.635
C 0.741 -0.004 0.618
C -0.587 -0.007 0.662
C 1.411 -0.608 3.019
C 1.614 -0.086 1.811
H 0.993 2.432 -0.755
H 2.632 2.095 0.083
H 2.451 1.995 -1.614
H 0.856 0.171 -1.496
H 2.411 -0.222 -0.630
H -1.131 -0.084 1.598
H -1.269 0.100 -0.174
H 2.107 -0.417 3.825
H 0.449 -1.006 3.327
H 2.620 0.278 1.619
H -4.837 -2.222 -3.263
H -4.635 -0.888 -3.964
O -5.254 -1.361 -3.422

Atoms 1-3, force components in eV/Å:
C 0.3217 -0.1935 -1.0428
C -0.2276 -0.4182 0.3749
C 0.0276 0.7253 0.0871



# 7
Computed, not measured: a cluster of 2 separate species, C6H12O in total, with ωB97M-V/def2-TZVPD.

Charge = 0

Element x y z (Å)
C 1.682 -0.065 -1.240
C 1.331 0.610 0.067
O 1.003 2.004 -0.130
C -0.411 1.767 -0.049
C -0.007 0.593 0.797
C -1.018 -1.050 1.518
C -1.177 -0.983 -0.247
H 2.630 0.330 -1.624
H 1.783 -1.144 -1.086
H 0.913 0.128 -1.992
H 2.186 0.566 0.755
H -0.868 1.643 -1.042
H -0.884 2.598 0.481
H -0.070 -1.263 2.034
H -1.546 -2.003 1.466
H -1.615 -0.414 2.192
H -0.776 -1.965 -0.502
H -0.890 -0.326 -1.092
H -2.266 -1.026 -0.305

Atoms 1-3, force components in eV/Å:
C -0.1173 -0.0569 -0.0650
C 0.3844 -0.0149 -0.0447
O 0.3603 0.6241 -0.2127



# 8
Computed, not measured: an isolated molecule of C6H12O, with ωB97M-V/def2-TZVPD.

Charge = 0

Element x y z (Å)
C 1.946 -0.593 -0.403
C 0.613 -0.174 -0.968
O -0.115 -0.068 2.198
C 0.492 0.828 -1.840
C -0.963 0.754 1.408
C -1.603 -0.095 0.318
C -0.593 -0.949 -0.465
H 2.739 0.115 -0.663
H 2.232 -1.582 -0.784
H 1.880 -0.674 0.689
H 0.488 0.502 2.690
H 1.356 1.394 -2.181
H -0.476 1.125 -2.242
H -1.753 1.207 2.028
H -0.390 1.565 0.936
H -2.136 0.583 -0.362
H -2.359 -0.758 0.758
H -1.111 -1.422 -1.308
H -0.249 -1.756 0.190

Atoms 1-3, force components in eV/Å:
C 0.0476 0.0356 -0.0012
C -0.0186 0.1583 -0.1041
O 0.1662 0.0770 0.1780



# 9
Computed, not measured: a cluster of 2 separate species, C6H12O in total, with ωB97M-V/def2-TZVPD.

Charge = 0

Element x y z (Å)
C -1.337 1.402 0.399
C -0.280 0.575 -0.365
C 0.812 -0.001 0.448
C 2.221 0.433 0.497
C 0.051 -1.114 1.119
C 0.079 -0.953 -0.353
O -1.922 -1.384 -1.968
H -0.776 2.158 0.972
H -1.917 0.837 1.134
H -2.040 1.957 -0.231
H 0.043 1.094 -1.274
H -1.606 -0.702 -1.359
H 2.539 0.776 -0.496
H 2.308 1.266 1.198
H 2.866 -0.387 0.818
H -0.905 -0.958 1.617
H 0.658 -1.908 1.550
H 0.424 -1.692 -1.078
H -1.218 -1.398 -2.627

Atoms 1-3, force components in eV/Å:
C -0.0782 -0.1547 -0.0325
C 0.1246 0.1759 0.0459
C 0.2118 0.1815 0.2044



# 10
Computed, not measured: a cluster of 2 separate species, C6H12O in total, with ωB97M-V/def2-TZVPD.

Charge = 0

Element x y z (Å)
C -2.436 0.117 0.039
C -0.072 -0.319 1.323
C 0.949 -0.044 0.519
C 1.521 1.345 0.392
C 1.452 -1.096 -0.448
C 0.522 -0.730 -1.573
O -0.545 -1.265 -1.766
H -3.292 -0.069 -0.602
H -2.142 1.171 -0.004
H -2.678 -0.141 1.074
H -0.504 -1.314 1.387
H -0.545 0.456 1.916
H 0.748 2.111 0.514
H 2.275 1.492 1.170
H 2.010 1.517 -0.574
H 1.267 -2.118 -0.103
H 2.509 -0.964 -0.703
H 0.805 0.188 -2.127
H -1.641 -0.507 -0.369

Atoms 1-3, force components in eV/Å:
C -0.3061 0.0034 -0.1927
C 0.4943 -0.0442 0.2736
C 0.0074 0.0095 0.5198



# 11
Computed, not measured: a cluster of 2 separate species, C6H12O in total, with ωB97M-V/def2-TZVPD.

Charge = 0

Element x y z (Å)
C 0.317 -1.321 0.149
C 0.957 -2.388 -0.409
C -0.100 0.152 -1.803
C 0.162 0.032 -0.486
C 0.237 1.245 0.421
C -0.223 1.453 -2.547
H 0.164 -1.395 1.225
H 0.777 -2.880 -1.358
H 1.711 -2.852 0.237
H -0.039 -0.836 -2.268
H -0.035 0.912 1.426
H -0.558 1.959 0.188
H 1.174 1.793 0.353
H 0.524 2.215 -2.329
H -1.238 1.775 -2.262
H -0.251 1.338 -3.628
H -1.581 -1.026 4.280
H -1.071 0.198 4.794
O -0.926 -0.373 4.017

Atoms 1-3, force components in eV/Å:
C 1.3821 0.1761 -0.6925
C -0.4177 0.0288 1.2175
C 1.6455 -0.8403 0.9691



# 12
Computed, not measured: an isolated molecule of C6H12O, with ωB97M-V/def2-TZVPD.

Charge = 0

Element x y z (Å)
C 1.513 0.975 0.407
C 0.727 -0.315 0.167
C 1.409 -1.355 -0.724
O -0.066 -1.038 1.127
C -0.737 -0.131 0.253
C -1.332 0.979 1.107
C -1.566 -0.457 -0.968
H 2.543 0.914 0.046
H 1.514 1.345 1.433
H 1.014 1.738 -0.208
H 0.851 -1.614 -1.634
H 1.492 -2.266 -0.115
H 2.420 -1.040 -1.005
H -1.418 1.945 0.598
H -2.336 0.662 1.422
H -0.738 1.097 2.017
H -2.586 -0.799 -0.779
H -1.070 -1.146 -1.652
H -1.632 0.507 -1.492

Atoms 1-3, force components in eV/Å:
C 0.1039 0.0115 0.1445
C 0.0756 0.2128 -0.2409
C 0.0004 0.1149 -0.1016



Number 1: E_HOMO -8.36 eV. Number 2: E_HOMO -8.52 eV. Number 3: E_HOMO -8.27 eV. Number 4: E_HOMO -10.21 eV. Number 5: E_HOMO -9.49 eV. Number 6: E_HOMO -8.87 eV. Number 7: E_HOMO -7.29 eV. Number 8: E_HOMO -9.16 eV. Number 9: E_HOMO -9.31 eV. Number 10: E_HOMO -9.22 eV. Number 11: E_HOMO -7.69 eV. Number 12: E_HOMO -9.69 eV.